Here is a cluster of 9 separate species, C43H64ClO29P2 in total in a non-equilibrium geometry from the Open Molecules 2025 dataset. Energies are from ωB97M-V/def2-TZVPD.

Last column: Mulliken charge in e.
Positions of all 139 atoms, in Å:
1 C 3.307928 -2.231767 -4.793458  -0.846
2 C 4.293441 -1.188825 -5.426791  0.742
3 O 5.483670 -1.503378 -5.493873  -0.649
4 O 3.951682 0.074110 -5.872621  -0.326
5 C 2.657239 0.110572 -6.540681  -0.782
6 P 1.371613 0.787912 -5.271148  1.113
7 C 2.396366 2.311890 -4.731202  0.061
8 C 2.462872 3.564571 -5.560531  -0.518
9 C 3.239073 4.739475 -5.077985  -0.798
10 C 3.943702 4.612951 -3.779727  -0.381
11 C 3.909426 3.381958 -2.958274  -0.293
12 C 3.135619 2.203818 -3.429461  -0.031
13 O 0.397167 1.622611 -6.452269  -0.474
14 C -0.630448 2.419029 -5.853162  -0.857
15 C -0.602782 2.274041 -4.230081  0.348
16 P -2.411629 1.931433 -3.755785  0.281
17 O -3.284262 3.401888 -3.634133  -0.520
18 Cl -2.480994 1.142104 -1.789050  -0.365
19 O 0.243074 1.178067 -3.965046  -0.214
20 H 3.925369 -3.083455 -4.384606  0.288
21 H 2.705932 -1.828897 -3.928532  0.216
22 H 2.584654 -2.673106 -5.532851  0.276
23 H 2.676133 0.857875 -7.385109  0.319
24 H 2.287679 -0.888308 -6.897198  0.375
25 H 2.102884 0.112115 -4.208186  -0.651
26 H 0.594131 -0.437339 -5.461154  -0.096
27 H 1.901793 3.620508 -6.534231  0.377
28 H 3.238726 5.667050 -5.704872  0.329
29 H 4.516456 5.504366 -3.416789  0.293
30 H 4.443859 3.279716 -1.981041  0.249
31 H 3.121644 1.272356 -2.812510  0.249
32 H -1.644408 2.263681 -6.319959  0.552
33 H -0.382816 3.527129 -5.968756  0.273
34 H -0.375347 3.223805 -3.652665  0.051
35 H -3.480267 3.741524 -4.531354  0.327
36 C -5.784275 0.094024 -1.531792  -0.743
37 C -6.495913 1.108734 -2.394627  0.692
38 C -7.966941 0.854169 -2.552288  -0.496
39 O -8.246291 1.481043 -3.803954  -0.355
40 C -7.090298 1.440674 -4.526034  0.568
41 O -7.010358 1.711795 -5.685860  -0.559
42 O -6.044186 1.047908 -3.751890  -0.288
43 H -4.703185 0.239454 -1.575088  -0.165
44 H -6.103578 0.176245 -0.488920  0.361
45 H -5.975565 -0.925526 -1.880572  0.356
46 H -6.298851 2.119769 -2.022299  0.184
47 H -8.558942 1.300670 -1.752890  0.307
48 H -8.218781 -0.207539 -2.634760  0.325
49 C -5.839648 -1.130358 4.626700  -1.293
50 C -6.627567 -0.826433 3.374363  0.602
51 C -5.781066 -0.636645 2.151071  -0.422
52 O -6.605131 0.208746 1.345734  -0.274
53 C -7.384423 0.925490 2.204667  0.489
54 O -8.059069 1.856057 1.886436  -0.551
55 O -7.287746 0.439969 3.473445  -0.412
56 H -6.491033 -1.106454 5.502883  0.364
57 H -5.371864 -2.114370 4.563636  0.180
58 H -5.061000 -0.382130 4.795604  0.370
59 H -7.394546 -1.592074 3.217624  0.208
60 H -5.566200 -1.574922 1.638718  0.272
61 H -4.840856 -0.112914 2.347605  0.303
62 C 5.484912 -0.026242 2.659455  -1.651
63 C 4.730400 0.370350 1.411344  0.856
64 C 5.603224 0.581243 0.209308  -0.418
65 O 4.828644 1.493296 -0.567134  -0.356
66 C 4.065614 2.201845 0.304906  0.512
67 O 3.432818 3.172142 0.012632  -0.338
68 O 4.120847 1.659932 1.555453  -0.377
69 H 4.819006 -0.012609 3.526399  0.420
70 H 5.910840 -1.024759 2.558547  0.454
71 H 6.292966 0.678421 2.874088  0.302
72 H 3.933671 -0.354070 1.210006  0.189
73 H 5.787402 -0.340138 -0.343405  0.298
74 H 6.558743 1.055111 0.443745  0.245
75 C -1.380425 -4.842365 4.836966  -1.499
76 C -2.415024 -5.135466 3.776141  0.494
77 C -2.439351 -4.134645 2.658369  -0.305
78 O -3.790769 -4.243585 2.199221  -0.322
79 C -4.532899 -4.648509 3.265378  0.669
80 O -5.731216 -4.668150 3.290122  -0.579
81 O -3.736464 -5.025759 4.300702  -0.324
82 H -1.512780 -5.510420 5.690467  0.356
83 H -0.370559 -4.969900 4.443301  0.406
84 H -1.482624 -3.822339 5.216474  0.331
85 H -2.289769 -6.157046 3.402472  0.272
86 H -1.735536 -4.373686 1.861509  0.331
87 H -2.267641 -3.106093 2.989834  0.219
88 C -6.851771 -7.785236 7.576630  -1.511
89 C -6.024793 -7.817537 6.312028  0.651
90 C -5.980239 -9.161325 5.642393  -0.513
91 O -4.741343 -9.101627 4.938248  -0.320
92 C -3.938935 -8.249456 5.633641  0.650
93 O -2.769526 -8.106587 5.430397  -0.550
94 O -4.642256 -7.586463 6.591205  -0.345
95 H -6.719946 -6.832431 8.093145  0.365
96 H -7.911715 -7.920419 7.353585  0.388
97 H -6.537678 -8.566319 8.273808  0.357
98 H -6.361887 -7.034877 5.623983  0.208
99 H -6.811518 -9.316442 4.954552  0.318
100 H -5.936795 -9.998037 6.346293  0.305
101 C 10.697228 -2.297904 -1.399092  -1.536
102 C 9.415701 -1.682020 -0.887884  0.520
103 C 9.614534 -0.423546 -0.093570  -0.521
104 O 8.458888 -0.416192 0.745216  -0.272
105 C 8.091475 -1.715946 0.914658  0.623
106 O 7.275804 -2.091209 1.703244  -0.576
107 O 8.777046 -2.531880 0.070653  -0.361
108 H 10.500845 -3.280930 -1.831251  0.365
109 H 11.157924 -1.665296 -2.159773  0.388
110 H 11.413633 -2.449083 -0.587486  0.354
111 H 8.717015 -1.529876 -1.717139  0.317
112 H 9.647299 0.468415 -0.719316  0.331
113 H 10.502928 -0.446331 0.544385  0.304
114 C 0.048259 2.815791 1.052686  -1.294
115 C -0.153590 2.201738 2.419249  0.598
116 C 1.118308 1.795283 3.103684  -0.226
117 O 0.668198 0.750703 3.971784  -0.348
118 C -0.427101 0.199738 3.381611  0.564
119 O -0.950243 -0.815106 3.739780  -0.572
120 O -0.847172 0.951518 2.330347  -0.313
121 H -0.913006 2.944115 0.550207  0.360
122 H 0.539350 3.787890 1.127610  0.377
123 H 0.652123 2.168124 0.412896  0.180
124 H -0.752860 2.871717 3.045859  0.205
125 H 1.568461 2.608375 3.673093  0.342
126 H 1.864974 1.379759 2.423628  0.020
127 C 3.127949 6.598992 0.242950  -1.147
128 C 2.454714 7.651750 -0.607870  0.452
129 C 0.981735 7.431320 -0.804393  -0.311
130 O 0.743690 8.096477 -2.043809  -0.354
131 C 1.914181 8.051813 -2.741539  0.632
132 O 2.027653 8.352159 -3.888818  -0.549
133 O 2.936091 7.617102 -1.952387  -0.322
134 H 4.212210 6.728361 0.219774  0.383
135 H 2.788988 6.657395 1.279672  0.411
136 H 2.924307 5.594384 -0.135448  0.102
137 H 2.663516 8.649298 -0.204481  0.215
138 H 0.380439 7.868759 -0.006684  0.324
139 H 0.710946 6.377738 -0.920741  0.206

Forces on atoms 1 to 6 (eV/Å):
-0.3 -0.2 0.3
1.9 -0.1 0.0
-1.8 0.6 0.3
-0.4 -2.5 -0.3
-1.4 1.5 0.0
0.7 -1.8 1.2

Results
2S+1: 1
Maximum force in hartree/bohr: 0.0736
Total energy in a.u.: -5001.8759
Total charge: -1
LUMO energy in Eh: 0.0605
HOMO-LUMO gap in eV: 6.4
Molar mass in g/mol: 1142.4